## i
21
Properties=species:S:1:pos:R:3 method="wB97M-V/def2-TZVPD" total_charge=-1 spin_multiplicity=1 e_lumo_ev=4.164
C -0.47051 2.21491 0.42283
O -1.79569 1.79963 0.62049
C 0.49763 1.50914 1.37595
N 1.87754 1.52244 0.79412
H -0.16416 2.03054 -0.60792
H -0.45811 3.30153 0.61540
H 0.54007 2.08254 2.31402
H 0.11901 0.49074 1.55392
H 2.51515 1.21613 1.50570
H 1.89272 0.81865 0.06085
C -0.38134 -2.85625 -0.76733
C -0.39550 -1.33729 -0.79738
C 0.63854 -0.70033 -1.43488
N -1.38912 -0.74649 -0.14771
H -1.31745 -3.26748 -1.20140
H -0.34489 -3.23996 0.25658
H 0.43576 -3.29127 -1.29819
H 0.65070 0.32259 -1.78234
H 1.42591 -1.29394 -1.87972
H -2.05934 -1.45017 0.10575
H -1.81690 0.87436 0.29128

## ii
21
Properties=species:S:1:pos:R:3 method="wB97M-V/def2-TZVPD" total_charge=-1 spin_multiplicity=1 e_lumo_ev=4.007
C 0.71341 -1.86243 -1.00605
C 1.58836 -1.73368 0.00444
N 1.63852 -2.76866 1.01516
N 0.44342 -0.91523 -1.97792
H 0.13126 -2.79146 -1.03340
H 2.27489 -0.89442 0.04217
H 1.30574 -2.41786 1.91250
H 2.58352 -3.11909 1.14223
H -0.40024 -0.20606 -1.63438
H 0.20128 -1.33786 -2.85911
C -1.14093 1.79335 -0.86320
O -1.51448 0.55545 -1.31702
C -0.31511 1.71436 0.43305
C -1.19956 1.46662 1.66010
H -2.00833 2.45626 -0.65942
H -0.56358 2.37416 -1.61844
H 0.28273 2.61569 0.62216
H 0.35742 0.86130 0.32031
H -0.63084 1.12171 2.52083
H -1.96136 0.72559 1.40089
H -1.78613 2.36226 1.89510

Which one sits at the top of the stability order? i does.

## i
57
Properties=species:S:1:pos:R:3 method="wB97M-V/def2-TZVPD" total_charge=0 spin_multiplicity=1 e_lumo_ev=0.245
C -5.04768 -0.94122 0.41726
N -4.90149 -0.50475 -0.95629
C -6.16760 -0.39695 -1.64795
C -3.64186 -0.30895 -1.54872
C -2.94413 -1.38770 -2.13663
C -1.62961 -1.23111 -2.54873
C -1.00781 0.00757 -2.43607
C 0.45697 0.15738 -2.81703
C 1.34602 -0.11038 -1.66500
C 2.12337 0.97987 -1.08396
O 1.76802 2.14647 -1.08325
O 3.20793 0.59334 -0.33184
C 3.81842 -0.67683 -0.66974
C 4.45061 -0.52783 -2.03605
C 4.82824 -1.00415 0.43270
O 2.82490 -1.71170 -0.64547
C 1.63138 -1.49563 -1.29642
O 0.86093 -2.42376 -1.46623
C -1.69219 1.10103 -1.90608
C -3.00575 0.95439 -1.48978
H -4.06928 -0.99746 0.91016
H -5.69340 -0.24560 0.97662
H -5.53470 -1.92915 0.46795
H -6.02543 -0.05518 -2.68171
H -6.67704 -1.37765 -1.65076
H -6.81301 0.31944 -1.10948
H -3.44658 -2.34872 -2.24328
H -1.05061 -2.07707 -2.92234
H 0.68755 -0.57679 -3.61045
H 0.64498 1.18084 -3.18142
H 3.70555 -0.30052 -2.80509
H 5.18311 0.28253 -1.96839
H 4.97242 -1.45627 -2.27912
H 4.31545 -1.14164 1.39290
H 5.35351 -1.93196 0.17076
H 5.54901 -0.18274 0.52491
H -1.15181 2.04638 -1.78800
H -3.56419 1.80358 -1.10004
C 0.25619 -1.44939 2.24701
N 0.70158 -0.20474 1.57519
C 0.97417 0.94405 2.40564
C 0.03467 1.36217 3.36915
C 0.36714 2.37534 4.27050
C 1.66772 2.88831 4.32744
C 2.59924 2.47558 3.36793
C 2.23720 1.55284 2.38430
C 0.27045 -0.12319 0.29819
H 0.51031 -1.39155 3.30723
H -0.83144 -1.57852 2.12459
H 0.74090 -2.33009 1.80692
H -0.94707 0.88230 3.40767
H -0.39662 2.76015 4.94801
H 1.95267 3.59182 5.11986
H 3.60301 2.89062 3.36096
H 2.94195 1.27763 1.60884
H -0.03739 0.85093 -0.10245
H -0.30891 -1.00535 -0.01494

## ii
57
Properties=species:S:1:pos:R:3 method="wB97M-V/def2-TZVPD" total_charge=0 spin_multiplicity=1 e_lumo_ev=0.664 smiles="COc1ccc(CNC(=O)CN2CCC(C(=O)c3ccc(OC)cc3)CC2)cc1"
C 2.52913 1.28100 7.02664
O 3.51691 0.32434 6.73000
C 3.71251 -0.02825 5.42932
C 4.71704 -0.96912 5.19884
C 4.99467 -1.39580 3.91746
C 4.28657 -0.89184 2.83312
C 4.54460 -1.37170 1.42913
N 3.44440 -2.18974 0.94900
C 2.50291 -1.71817 0.09962
O 2.57468 -0.62246 -0.41728
C 1.36765 -2.72143 -0.14677
N 0.30655 -2.29129 -1.02410
C -0.43256 -1.14316 -0.52990
C -1.70638 -0.96529 -1.35116
C -1.34249 -0.75075 -2.82551
C -2.61043 -0.60069 -3.64705
O -2.97765 -1.46428 -4.41575
C -3.41616 0.62608 -3.43636
C -2.94449 1.78068 -2.81780
C -3.75827 2.88602 -2.65254
C -5.07582 2.86153 -3.10316
O -5.95812 3.88413 -2.98512
C -5.54137 5.07353 -2.35765
C -5.55546 1.70924 -3.73415
C -4.73684 0.61920 -3.89926
C -0.50965 -1.94316 -3.28965
C 0.72178 -2.09443 -2.40353
C 3.28664 0.04106 3.06753
C 2.99514 0.47443 4.34862
H 2.74031 2.24038 6.54330
H 1.53273 0.93635 6.73114
H 2.55846 1.40921 8.10752
H 5.26515 -1.35055 6.04570
H 5.77663 -2.12420 3.75693
H 5.46971 -1.95287 1.38176
H 4.61110 -0.52458 0.74123
H 3.28843 -3.06643 1.42075
H 0.92326 -2.97228 0.82360
H 1.80541 -3.63454 -0.56433
H 0.16631 -0.22044 -0.57815
H -0.69385 -1.32968 0.51613
H -2.31496 -1.86722 -1.26587
H -2.28125 -0.12236 -0.96394
H -0.74015 0.15860 -2.91724
H -1.92556 1.84377 -2.46905
H -3.35370 3.76419 -2.17383
H -6.40638 5.73443 -2.37594
H -5.24358 4.89674 -1.31926
H -4.71512 5.54511 -2.89889
H -6.57558 1.70455 -4.08403
H -5.09961 -0.27252 -4.38780
H -1.11785 -2.84624 -3.23001
H -0.20545 -1.80709 -4.32841
H 1.36588 -1.20808 -2.51039
H 1.29317 -2.97301 -2.71495
H 2.72838 0.43599 2.23148
H 2.21262 1.20313 4.49001

Which one sits at the top of the stability order? ii does.